# 1
16
Properties=species:S:1:pos:R:3:forces:R:3:mulliken_charge:R:1 method="wB97M-V/def2-TZVPD" homo_energy_ev=-9.36 gap_ev=10.27
C -1.8446 0.5804 1.1915 -0.01 0.03 0.04 -1.437
C -0.9989 -0.4173 0.4219 -0.14 -0.02 0.06 0.362
C -0.4468 -0.0066 -0.9688 -0.14 0.05 -0.19 -0.701
N 0.8831 -0.3531 -0.4794 0.07 0.03 0.20 0.149
C 2.1974 -0.0841 -0.9983 0.14 0.03 -0.04 -0.885
C 0.4836 -0.5552 0.8138 0.14 -0.04 0.16 0.332
O 1.1120 -0.7268 1.8317 -0.23 0.04 -0.31 -0.649
H -1.3664 1.5653 1.2339 -0.03 -0.15 -0.02 0.353
H -1.9997 0.2376 2.2190 0.04 0.05 -0.14 0.339
H -2.8261 0.6976 0.7195 0.13 -0.01 0.08 0.359
H -1.4808 -1.4001 0.3930 0.07 0.12 0.00 0.298
H -0.7915 -0.5869 -1.8311 0.07 0.04 0.12 0.283
H -0.5511 1.0667 -1.1801 -0.04 -0.15 0.03 0.289
H 2.8502 0.1528 -0.1539 -0.02 -0.04 -0.12 0.331
H 2.6143 -0.9439 -1.5342 -0.06 0.12 0.04 0.242
H 2.1653 0.7736 -1.6785 0.01 -0.10 0.11 0.334

# 2
116
Properties=species:S:1:pos:R:3:forces:R:3:mulliken_charge:R:1 method="wB97M-V/def2-TZVPD" homo_energy_ev=-3.85 gap_ev=5.28 total_charge=-1
Cs 11.7840 11.2164 19.1150 0.20 0.26 0.01 1.209
C 14.4845 14.2560 16.3130 0.49 -0.15 0.37 -0.367
C 15.6314 13.8612 17.2651 0.04 0.27 1.32 0.100
C 16.9799 13.6321 16.5958 -0.06 -1.42 0.35 -1.749
P 15.1303 12.7752 18.7372 0.41 0.43 -0.04 1.558
C 16.6967 12.9118 19.8229 0.27 1.21 -0.01 0.265
C 16.3238 13.2725 21.2707 0.08 1.71 -0.61 -1.156
C 17.6113 11.7314 19.8458 0.24 -1.77 -0.36 -1.467
C 15.0715 11.0744 18.1112 0.14 0.93 -0.59 -0.241
C 15.0349 10.8882 16.7302 -0.67 -0.75 -0.77 0.265
C 14.6057 9.6780 16.1634 -0.30 0.56 -0.31 0.186
C 14.2612 9.6077 14.6813 -0.82 0.22 0.16 -1.502
C 14.3648 8.6386 17.0410 0.05 -0.04 -0.05 -1.373
C 14.5084 8.7935 18.4052 -0.39 -0.22 0.52 -0.553
C 14.7370 10.0415 19.0020 0.25 -0.09 0.61 -0.872
N 14.4998 10.3650 20.3391 0.15 -0.03 -0.82 0.390
C 14.7910 9.5165 21.3432 -0.32 -0.41 0.00 -0.529
C 15.7138 8.4208 21.1937 -0.01 0.03 0.02 -0.423
C 16.1056 7.6141 22.2599 -0.98 1.48 -0.77 -1.205
C 15.5972 7.8738 23.5244 -1.08 0.69 -0.02 0.611
C 16.0034 7.0742 24.6730 0.66 -1.95 0.94 -1.673
C 14.6366 8.8741 23.6747 -0.36 0.66 -0.64 0.006
C 14.1607 9.6762 22.6402 0.80 0.25 -0.59 -0.252
P 12.8724 11.0039 22.8796 0.74 0.40 0.12 0.857
C 11.3343 10.0712 23.3997 1.45 -1.91 0.23 0.472
C 11.2795 8.7452 22.5851 0.29 0.40 1.00 -1.595
C 10.0583 10.8202 23.1393 -0.66 0.14 0.56 -1.303
C 13.4025 11.8742 24.5197 -0.90 -0.24 -0.28 0.475
C 14.4092 12.9573 24.2298 0.07 0.73 -0.16 -1.574
C 12.1764 12.5690 25.1631 1.03 -0.27 -0.15 -1.630
H 13.7600 14.9234 16.7804 0.04 -0.08 0.05 -0.319
H 13.9259 13.4228 15.8919 0.07 -0.12 0.03 -0.114
H 14.9407 14.8089 15.5020 -0.06 0.22 -0.41 0.592
H 15.8272 14.7272 17.9065 -0.19 0.31 -0.18 0.426
H 17.7503 13.2827 17.2956 -0.23 0.12 0.07 0.316
H 17.3623 14.5214 16.1449 0.08 0.73 -0.49 0.525
H 16.9088 12.8447 15.8538 0.10 -0.03 -0.40 0.299
H 17.2843 13.7570 19.3875 -0.57 -0.31 0.26 0.704
H 15.5374 12.6797 21.6388 -0.95 -1.11 0.39 -0.390
H 15.9681 14.3116 21.3725 -0.10 -0.14 -0.37 0.340
H 17.1447 13.2465 21.9718 0.59 -0.41 0.04 0.611
H 17.0280 10.8190 20.0667 0.42 0.29 0.34 0.103
H 18.4692 11.8224 20.5220 -0.43 0.17 0.40 0.494
H 18.1035 11.4939 18.9092 -0.19 0.22 -0.64 0.325
H 15.1728 11.6832 15.9971 0.18 0.08 0.59 0.201
H 14.1445 8.5916 14.2973 0.16 -0.06 0.22 0.410
H 15.0229 10.0975 14.1020 0.45 0.21 -0.38 0.431
H 13.2985 10.1300 14.4181 0.74 -0.34 0.56 0.101
H 13.9993 7.7019 16.6628 0.02 -0.44 -0.15 0.383
H 14.3305 7.9538 19.0599 -0.21 -0.18 -0.01 0.546
H 16.1051 8.2462 20.1821 0.01 0.05 0.66 0.337
H 16.7819 6.8050 22.0974 0.46 -0.44 -0.05 0.351
H 15.1905 6.6460 25.2920 0.16 0.66 -0.15 0.336
H 16.7455 7.5637 25.3093 -0.16 0.03 0.18 0.273
H 16.4888 6.1674 24.2814 0.17 0.14 0.20 0.373
H 14.1625 9.1146 24.6110 0.20 -0.51 0.71 0.357
H 11.5404 9.7354 24.4418 -0.71 0.51 -0.27 0.455
H 11.1229 8.9865 21.5576 -0.10 -0.02 -0.99 0.286
H 10.4736 8.1143 22.9304 -0.55 -0.07 0.06 0.509
H 12.1824 8.1527 22.6861 0.18 0.10 -0.09 0.311
H 9.9530 10.9849 22.0762 0.02 -0.04 -0.56 0.193
H 10.0318 11.8301 23.5626 -0.17 -0.30 0.27 0.266
H 9.1818 10.2040 23.4480 0.44 0.61 0.01 0.411
H 13.8220 11.1794 25.2349 0.02 -0.47 0.16 0.479
H 14.0410 13.4765 23.3443 0.11 0.44 0.00 0.267
H 15.4061 12.6180 23.9752 0.17 -0.27 0.10 0.287
H 14.4707 13.6821 25.0743 0.06 -0.45 -0.49 0.425
H 11.8029 13.3018 24.4471 -0.32 0.05 0.09 0.165
H 12.5292 13.0979 26.0612 -0.26 -0.08 -0.18 0.545
H 11.4240 11.8468 25.4435 -0.40 0.01 0.06 0.337
I 7.4635 13.0231 19.5461 0.17 0.75 0.10 0.146
C 7.3540 10.9726 19.3155 -0.95 -0.97 -0.07 -0.846
I 8.3076 10.1490 17.6448 0.31 -0.12 -0.48 0.105
H 6.3120 10.6730 19.2095 0.10 0.29 0.04 0.375
H 7.7302 10.4673 20.1819 0.35 0.01 0.43 0.296
S 11.0876 12.4110 15.8519 -0.11 -0.23 0.36 -0.220
C 11.2817 13.9711 15.1748 -0.23 0.03 -0.19 0.196
N 11.9601 14.2775 14.1293 -0.80 1.39 0.32 -0.560
N 12.5282 13.2700 13.4055 0.19 -0.34 1.07 0.164
C 13.4065 13.5979 12.3810 0.13 0.24 -1.11 0.425
C 13.9486 12.5598 11.5782 -0.14 -0.02 -0.42 -0.414
C 14.6913 12.8732 10.4242 -0.10 1.85 0.79 -0.443
C 15.0099 14.2325 10.0814 -0.71 -1.52 1.10 -0.553
C 14.4602 15.2555 10.9075 1.33 -0.82 -1.49 -0.442
C 13.6594 14.9648 11.9746 -0.76 -1.76 1.46 -0.368
N 10.4740 15.0723 15.8314 0.76 -0.14 -0.42 -0.878
N 11.2215 15.8386 16.4355 1.54 0.44 -0.45 0.628
C 10.7260 16.9932 17.1230 -1.42 -2.01 0.31 0.040
C 9.7437 16.7738 18.0965 -0.39 -0.36 0.92 0.304
C 9.2853 17.8662 18.8407 0.55 -1.01 -0.96 -0.747
C 9.7175 19.1347 18.5320 -0.08 1.33 0.22 -0.398
C 10.6822 19.3485 17.5717 0.78 -0.19 -0.80 -0.495
C 11.2520 18.2404 16.9168 -1.03 1.27 0.53 -0.693
H 12.5974 12.4130 13.9930 0.21 0.30 -0.98 -0.087
H 13.7099 11.4845 11.7739 0.19 1.12 0.03 0.281
H 15.0245 12.0634 9.8043 0.25 -0.21 -0.22 0.363
H 15.7008 14.3829 9.2428 -0.50 0.34 0.38 0.334
H 14.7497 16.2779 10.6857 -0.29 0.04 0.07 0.340
H 13.1910 15.7101 12.5986 0.12 0.24 -0.08 0.428
H 9.3868 15.7303 18.3573 0.54 1.37 -0.64 0.270
H 8.5906 17.6964 19.6186 -0.71 -0.04 0.70 0.463
H 9.3095 20.0128 19.0298 -0.05 -0.27 0.11 0.365
H 11.0156 20.3676 17.2653 -0.31 -0.93 0.53 0.317
H 11.9975 18.4422 16.2084 1.01 -0.18 -0.96 0.541
N 14.9056 16.9413 18.5494 0.79 0.52 -0.37 -0.707
C 14.0789 16.4627 19.1739 -0.82 -0.47 -0.01 -0.701
C 13.0041 15.8741 19.9143 0.61 0.86 0.88 1.207
C 12.8204 16.2977 21.2303 -0.23 0.43 0.60 -0.224
C 11.7862 15.8054 22.0037 0.01 -0.23 -1.36 -0.860
C 10.9509 14.8780 21.3872 0.58 0.11 1.15 -0.637
N 11.1900 14.4369 20.1860 -0.90 -0.97 -1.67 0.060
C 12.1468 14.9312 19.4143 -0.12 -0.45 -0.42 -0.581
H 13.4204 17.0833 21.6716 0.36 -0.11 -0.25 0.508
H 11.6317 16.1624 22.9860 -0.21 0.23 0.86 0.574
H 10.1119 14.4269 21.9018 -0.10 0.01 0.13 0.448
H 12.2109 14.5901 18.3709 0.02 -0.02 0.54 0.803

no.,E (a.u.),lowest unoccupied orbital energy (hartree)
1,-325.90306,0.03327
2,-3866.73687,0.05263